A structure of composition C27H45BrFOS4SiTi in a non-equilibrium geometry, computed with ωB97M-V with the def2-TZVPD basis set.

The geometry in XYZ format:
```
81
Properties=species:S:1:pos:R:3:forces:R:3
Ti 0.6380 0.6786 1.7920 -0.8 0.6 0.2
C 2.2818 1.2330 4.9566 0.0 0.0 0.1
C 1.7071 0.0068 4.2884 0.1 0.1 0.1
C 0.5918 -0.6557 4.8244 0.0 0.2 0.1
C -0.0784 -0.1118 6.0580 0.0 0.0 0.0
C 0.0959 -1.8055 4.2057 -0.2 -0.1 0.0
C -1.0290 -2.5792 4.8465 0.0 0.0 0.0
C 0.5944 -2.1928 2.9568 0.0 0.0 -0.1
C -0.0999 -3.2763 2.1722 0.0 0.0 0.0
C 1.7504 -1.5753 2.4408 0.1 -0.4 0.0
C 2.4583 -2.1435 1.2323 0.0 0.0 0.0
C 2.3588 -0.5362 3.1675 0.4 -0.1 0.3
C 3.7873 -0.1293 2.8739 0.0 0.0 0.0
H 1.5018 1.8717 5.3605 0.0 0.0 0.0
H 2.8556 1.8365 4.2597 0.1 0.0 -0.1
H 2.9462 0.9679 5.7838 0.0 0.0 0.0
H -0.1182 0.9741 6.0287 0.0 0.0 0.0
H 0.4668 -0.3979 6.9638 0.0 0.0 0.0
H -1.1030 -0.4608 6.1529 0.0 0.0 0.0
H -2.0049 -2.1547 4.5862 0.1 0.0 0.0
H -0.9405 -2.5669 5.9322 0.0 0.0 0.0
H -1.0229 -3.6227 4.5362 0.0 0.0 0.0
H 0.3706 -4.2532 2.3255 0.0 0.1 0.0
H -0.0693 -3.0593 1.1060 0.0 0.0 0.0
H -1.1481 -3.3589 2.4496 0.0 0.0 0.0
H 1.7805 -2.6593 0.5576 0.0 0.0 0.0
H 3.2193 -2.8674 1.5425 0.0 0.0 0.0
H 2.9563 -1.3607 0.6646 0.0 0.0 0.0
H 3.8695 0.7049 2.1802 0.0 0.0 0.0
H 4.3305 -0.9676 2.4422 0.0 0.0 0.0
H 4.2892 0.1469 3.7995 0.0 0.0 0.0
O -5.5096 3.7398 1.1013 0.1 -0.1 0.0
C -4.4352 3.2475 1.3218 -0.2 0.0 0.0
S -2.8911 4.0487 0.9754 -0.1 0.1 -0.1
C -1.8630 2.7519 1.5293 0.3 0.1 -0.1
C -2.4636 1.6632 2.0225 0.1 -0.5 0.2
S -1.5880 0.3147 2.7314 -0.2 0.1 0.0
S -4.2104 1.6348 2.0320 -0.1 0.1 0.0
S -0.1303 2.9544 1.4523 0.0 0.0 0.1
F 2.1291 1.0796 0.8632 0.4 -0.1 -0.2
C -2.9628 1.1630 -1.7875 -0.1 0.1 -0.1
C -1.8090 1.4664 -2.7662 -0.2 0.0 0.0
C -2.3652 1.4205 -4.2009 -0.1 0.1 -0.1
C -1.3846 2.9118 -2.4869 0.0 0.2 0.0
Si -0.3555 0.2513 -2.6195 -0.1 -0.1 0.2
Br -0.3953 -0.3601 -0.3777 -0.1 -0.3 -0.2
C 1.3808 0.9368 -2.9254 0.1 0.1 -0.1
C 2.4595 -0.1035 -2.5856 0.1 0.0 0.0
C 1.6998 2.1777 -2.0743 0.2 0.0 0.0
C 1.5222 1.3407 -4.4065 0.1 0.1 0.0
C -0.7242 -1.4670 -3.3743 0.0 -0.1 -0.2
C -2.1229 -1.9446 -2.9497 -0.1 -0.1 -0.1
C -0.7021 -1.4497 -4.9190 0.0 -0.2 0.0
C 0.2845 -2.5468 -2.9397 -0.1 -0.2 0.1
H -3.7599 1.8937 -1.9774 0.0 -0.1 0.0
H -2.6620 1.2821 -0.7459 0.0 0.0 0.0
H -3.3953 0.1705 -1.9026 0.1 0.0 0.0
H -3.0860 2.2399 -4.3108 0.0 -0.1 0.0
H -2.8990 0.4922 -4.4108 0.0 0.1 0.0
H -1.5988 1.5566 -4.9720 0.0 0.0 0.1
H -2.2928 3.5260 -2.4680 0.1 0.0 0.0
H -0.7389 3.3113 -3.2721 0.0 0.0 0.0
H -0.8842 3.0343 -1.5252 0.0 0.0 0.0
H 2.3828 -0.4565 -1.5532 0.0 0.0 -0.1
H 3.4372 0.3824 -2.6938 -0.1 -0.1 0.0
H 2.4526 -0.9637 -3.2508 0.0 0.0 0.0
H 1.5536 2.0156 -1.0093 0.0 0.0 0.0
H 1.1331 3.0543 -2.3643 0.0 0.0 -0.1
H 2.7619 2.4114 -2.2281 -0.1 0.0 0.1
H 1.4101 0.5080 -5.1002 0.0 0.0 0.0
H 2.5295 1.7498 -4.5559 -0.1 0.0 0.0
H 0.8114 2.1230 -4.6946 0.0 -0.1 0.1
H -2.9161 -1.3252 -3.3689 0.0 0.0 0.0
H -2.2614 -1.9862 -1.8673 0.1 0.0 0.0
H -2.2666 -2.9596 -3.3410 0.0 0.1 0.0
H -1.4848 -0.8320 -5.3570 0.0 0.0 0.1
H -0.8646 -2.4776 -5.2702 0.0 0.1 0.0
H 0.2527 -1.1252 -5.3321 0.0 0.0 0.1
H 0.4932 -2.5499 -1.8671 -0.1 0.0 -0.1
H 1.2320 -2.4654 -3.4671 0.0 0.0 0.0
H -0.1387 -3.5262 -3.1974 0.1 0.1 0.0
```
Positions in Å, forces in eV/Å.

Computed properties:
Spin multiplicity: 2
Expectation value of S²: 0.76
Electronic energy in Ha: -6536.84409

A structure of composition C27H45Cl2GeMgN2OS2Si3 in a non-equilibrium geometry, computed with ωB97M-V with the def2-TZVPD basis set.

The geometry in XYZ format:
```
84
Properties=species:S:1:pos:R:3:forces:R:3
Mg 10.2706 5.6999 18.0881 0.7 0.3 -0.1
Cl 8.3612 6.0112 19.7588 0.5 -0.1 -0.5
C 9.2583 5.2722 21.0725 0.6 -0.6 2.3
C 8.8704 5.7388 22.3520 0.7 -1.3 -0.4
C 9.3519 5.0917 23.5044 -1.1 0.4 -0.5
C 10.2212 4.0225 23.4028 0.5 -1.1 -1.1
C 10.6640 3.5611 22.1440 -1.5 2.0 -0.1
Cl 11.6544 2.1548 22.1527 0.1 0.1 -0.4
C 10.2339 4.2300 20.9218 0.3 0.0 0.6
S 11.0492 3.8279 19.4177 -0.7 0.1 -0.1
H 8.1536 6.5375 22.4650 -0.1 0.0 -0.2
H 8.8167 5.3386 24.4257 0.8 0.0 0.0
H 10.5785 3.4040 24.2244 -0.3 0.5 0.2
C 10.8933 4.9411 12.5085 -0.1 -0.1 -1.0
C 11.7045 4.3873 13.6818 1.2 2.2 -0.1
N 12.3774 5.5439 14.4303 0.0 -1.0 -0.4
C 13.8382 5.8226 14.1241 -1.9 -0.3 -0.8
C 13.9659 6.9516 13.1004 -1.2 0.7 -0.5
C 11.7265 6.1692 15.4165 0.1 1.3 1.1
S 9.9804 5.9196 15.6412 0.6 -0.2 0.3
N 12.4147 7.1104 16.1184 0.6 -0.2 -1.2
C 12.2449 7.6980 17.2864 -0.7 -0.7 0.3
O 11.5251 7.2675 18.2428 -0.5 -0.9 -0.3
C 12.9164 8.9930 17.5968 0.5 0.0 0.5
C 13.6153 9.7497 16.6673 -0.2 -1.3 -1.1
C 14.0463 10.9959 17.0057 0.6 1.4 0.4
C 13.8297 11.5434 18.2861 0.8 0.9 -0.4
C 13.1108 10.7976 19.2151 0.8 -0.1 0.9
C 12.8170 9.4856 18.9120 -1.3 -0.6 -0.7
H 10.3716 4.1636 11.9232 0.5 -0.1 0.3
H 11.5717 5.4590 11.7955 -0.4 -0.3 0.5
H 10.0770 5.6301 12.7662 0.5 -0.1 0.4
H 12.5708 3.7921 13.3315 -0.8 0.0 0.2
H 11.1087 3.9103 14.4288 -0.4 -0.7 0.2
H 14.2371 4.8737 13.6802 -0.1 0.9 0.8
H 14.2408 6.1244 15.0733 0.7 -0.2 0.2
H 13.5123 6.7109 12.0992 0.5 0.0 1.0
H 15.0033 7.1883 12.9577 0.6 0.0 -0.2
H 13.4721 7.9096 13.4250 0.4 -1.0 0.0
H 13.8863 9.3155 15.6793 -0.6 0.4 0.7
H 14.5719 11.5625 16.2388 0.1 0.0 0.4
H 14.3729 12.5043 18.5416 -1.2 -1.1 -0.3
H 12.8693 11.1112 20.2477 0.5 0.2 -0.8
H 12.3917 8.8251 19.6649 -0.1 0.3 -0.2
C 7.7936 9.8598 17.2168 -0.6 0.5 0.2
Si 6.8300 9.9050 15.6015 1.0 -0.6 -1.0
C 8.0779 10.5223 14.2535 -0.4 0.7 1.1
C 5.3002 11.0170 15.7371 -0.1 1.1 0.2
Ge 6.1557 7.7391 14.8836 -0.3 0.1 -0.5
Si 4.3624 7.0358 16.2859 0.3 0.7 0.7
C 2.7394 7.7553 15.6448 -1.0 -1.5 0.7
C 4.2202 5.1744 16.3603 -0.4 -0.1 0.2
C 4.6640 7.7055 18.1021 -0.9 0.2 -0.9
Si 5.5852 8.0092 12.5078 1.1 -1.8 0.2
C 4.4873 6.6331 11.8024 -1.0 0.6 0.2
C 4.7061 9.6053 12.3696 -1.8 0.9 0.7
C 7.1620 7.9004 11.4217 -1.0 -0.1 0.1
H 7.4322 9.1205 17.9265 0.1 -0.4 -0.1
H 7.5388 10.7946 17.7315 0.5 0.2 -0.1
H 8.8731 9.7778 17.0494 -0.2 0.0 0.1
H 8.3763 11.5476 14.5537 0.1 -0.4 -0.2
H 7.5830 10.6160 13.3058 -0.4 0.1 -0.6
H 8.9757 9.9234 14.0762 -0.2 -0.1 0.4
H 5.5093 11.7086 16.6133 -0.6 -0.7 -0.9
H 4.3538 10.4536 15.8918 0.7 0.3 0.2
H 5.1207 11.6652 14.8353 0.3 -0.6 0.8
H 2.4045 7.2388 14.7160 0.5 0.8 0.2
H 2.6960 8.8387 15.6233 -0.1 0.1 -0.3
H 1.9613 7.3930 16.3765 0.6 0.5 -0.4
H 4.4519 4.6804 15.4304 -0.2 0.0 -0.6
H 3.2463 4.8146 16.7218 0.1 0.2 -0.1
H 4.9628 4.7676 17.0187 0.5 -0.1 0.7
H 4.6621 8.8165 18.2088 0.3 -0.8 -0.2
H 5.5497 7.2536 18.5237 0.5 0.1 0.1
H 3.8301 7.3525 18.7158 -0.1 0.0 0.0
H 3.4485 6.9243 12.0740 0.4 -0.2 -0.4
H 4.5991 5.6457 12.2669 0.4 0.1 -0.4
H 4.5628 6.6228 10.6891 0.0 -0.3 0.8
H 4.9682 10.2790 13.2177 -0.2 -0.4 -0.8
H 3.5767 9.3981 12.4488 1.6 0.4 -0.1
H 4.8951 10.1115 11.4240 0.0 0.1 0.0
H 8.0553 7.9668 12.0092 0.6 -0.1 0.3
H 7.1651 8.7350 10.7255 0.0 0.0 -0.3
H 7.1257 6.9475 10.8606 0.2 0.5 0.3
```
Positions in Å, forces in eV/Å.

Computed properties:
Spin multiplicity: 2
Expectation value of S²: 0.75
ΔE to the lowest compared entry with this formula, charge and spin in kJ/mol: 18.7
Electronic energy in Ha: -6102.95576

A structure of composition C27H45Cl2IN2O10S5 in a non-equilibrium geometry, computed with ωB97M-V with the def2-TZVPD basis set.

The geometry in XYZ format:
```
92
Properties=species:S:1:pos:R:3:forces:R:3
C 0.3112 -3.2717 6.3646 -0.1 -0.2 0.8
C 0.8850 -4.6057 6.6840 -0.1 0.3 -0.3
Cl 0.3328 -5.2842 8.1634 -0.1 0.1 0.1
C 1.7669 -5.2421 5.9271 0.3 -0.6 0.5
Cl 2.3661 -6.7791 6.4787 0.0 0.1 -0.2
C 2.3234 -4.7201 4.6139 0.1 -0.5 0.4
I 3.4514 -2.8827 4.8955 0.0 0.0 -0.1
C 3.3080 -5.6682 4.1142 1.6 -1.8 -0.8
N 4.0197 -6.4995 3.7160 -1.1 1.7 0.5
C 1.2837 -4.5770 3.5015 0.8 0.0 -0.3
C 0.7080 -5.8533 3.1411 -0.9 -0.7 -0.2
N 0.1775 -6.8100 2.7844 0.3 0.2 0.2
H -0.7614 -3.3401 6.4718 -0.4 0.1 -0.2
H 0.6018 -2.8956 5.4049 0.0 0.1 -0.4
H 0.6441 -2.5676 7.1193 0.1 0.2 0.1
H 1.8046 -4.2245 2.6180 0.0 0.1 0.0
H 0.5128 -3.8579 3.7009 -0.3 0.2 0.2
C 3.7452 -0.5772 1.1517 0.0 -0.1 -0.1
C 3.6736 -0.9107 -0.3444 0.0 0.1 0.0
C 2.4963 -1.8740 -0.5450 0.3 -0.1 -0.2
S 1.3273 -1.5054 0.7644 0.5 0.4 -0.1
O 1.2268 -2.6613 1.6423 -0.3 0.6 -0.5
O 0.1575 -0.8946 0.2020 -0.6 -0.3 0.2
C 2.3148 -0.2555 1.5724 0.3 0.2 0.1
H 4.4136 0.2589 1.3487 0.0 0.0 0.0
H 4.1139 -1.4432 1.7083 0.0 0.0 0.0
H 3.4998 0.0046 -0.9124 0.0 0.0 0.0
H 4.6021 -1.3496 -0.7055 0.0 0.0 0.0
H 2.0032 -1.7278 -1.5031 -0.2 0.0 0.1
H 2.8000 -2.9142 -0.4376 -0.1 0.0 0.1
H 2.1538 -0.3036 2.6477 -0.1 -0.1 0.0
H 1.9949 0.7142 1.1862 -0.1 0.0 0.0
C -3.2888 -0.7058 -3.2686 0.1 0.1 -0.1
C -2.4816 -1.2055 -4.4740 0.0 0.0 0.1
C -1.3445 -0.2027 -4.7111 -0.2 -0.2 -0.2
S -0.9831 0.5273 -3.1089 -0.2 -0.4 0.2
O -1.3251 1.9302 -3.1544 0.1 0.0 -0.1
O 0.3102 0.0855 -2.6571 0.2 0.3 -0.1
C -2.2616 -0.3314 -2.2037 -0.3 -0.2 0.0
H -3.9814 -1.4621 -2.9036 0.0 0.0 0.0
H -3.8697 0.1746 -3.5527 0.0 0.0 0.0
H -2.0648 -2.1890 -4.2500 0.0 0.0 0.0
H -3.1030 -1.3089 -5.3619 0.0 0.0 0.0
H -0.4459 -0.6824 -5.0892 0.1 0.1 0.0
H -1.6467 0.5999 -5.3808 0.0 0.1 0.1
H -2.6554 0.3193 -1.4273 0.2 0.1 0.0
H -1.8080 -1.2152 -1.7569 0.1 0.1 0.1
C 0.8559 6.4041 -1.2156 0.0 -0.1 -0.2
C -0.0871 5.4094 -1.9067 0.1 0.0 0.1
C 0.6505 4.0695 -2.0104 -0.2 0.2 -0.1
S 1.8075 4.0299 -0.6370 -0.3 0.2 -0.1
O 3.1541 4.0368 -1.1566 0.1 -0.2 0.1
O 1.3889 3.0395 0.3297 0.3 -0.1 0.0
C 1.4284 5.6640 -0.0122 -0.1 0.3 0.0
H 0.3388 7.3097 -0.9133 0.1 -0.1 0.1
H 1.6609 6.6855 -1.8985 0.0 0.0 0.0
H -0.9897 5.2862 -1.3041 0.0 0.0 0.0
H -0.3962 5.7616 -2.8900 0.0 0.0 0.0
H -0.0245 3.2270 -1.9314 0.1 -0.1 0.0
H 1.2247 3.9971 -2.9315 0.1 -0.1 0.1
H 2.3310 6.1184 0.3891 0.1 -0.1 0.0
H 0.6833 5.5517 0.7748 0.0 -0.1 0.0
C -1.0020 -9.6538 0.8073 0.0 0.1 -0.1
C -2.5116 -9.4696 0.9993 0.0 -0.1 0.0
C -3.0714 -8.8822 -0.3025 -0.1 0.0 0.4
S -1.9840 -9.4498 -1.6162 0.0 -0.2 0.2
O -1.3154 -8.3074 -2.1867 -0.1 0.0 -0.2
O -2.6840 -10.3976 -2.4462 0.0 0.1 -0.2
C -0.8334 -10.3182 -0.5566 0.1 0.0 0.3
H -0.5641 -10.2559 1.6010 0.0 0.0 0.0
H -0.5091 -8.6809 0.8144 0.0 0.0 0.0
H -2.9759 -10.4387 1.1950 0.0 0.0 0.0
H -2.7322 -8.8238 1.8474 0.0 0.0 0.0
H -4.0811 -9.2264 -0.5096 0.0 0.0 -0.2
H -3.0439 -7.7946 -0.2984 0.1 0.0 -0.1
H 0.1710 -10.2304 -0.9633 -0.1 0.0 -0.1
H -1.1368 -11.3643 -0.5296 0.0 0.0 -0.1
C -1.3436 12.4147 -1.4361 0.0 -0.1 -0.1
C -2.2898 11.4245 -2.1279 0.0 0.0 0.1
C -1.5533 10.0824 -2.2316 -0.3 0.1 -0.2
S -0.3963 10.0399 -0.8569 -0.3 0.3 0.0
O 0.9443 10.0429 -1.3830 0.1 -0.2 0.1
O -0.8275 9.0532 0.1025 0.2 -0.1 0.0
C -0.7725 11.6728 -0.2313 -0.1 0.3 -0.1
H -1.8596 13.3246 -1.1348 0.0 0.0 0.0
H -0.5375 12.6942 -2.1175 0.0 0.0 0.0
H -3.1925 11.3036 -1.5262 0.0 0.0 0.0
H -2.5972 11.7783 -3.1103 0.0 0.0 0.0
H -2.2298 9.2359 -2.1490 0.1 -0.1 0.0
H -0.9759 10.0084 -3.1508 0.1 0.0 0.1
H 0.1319 12.1238 0.1694 0.1 -0.1 0.0
H -1.5178 11.5606 0.5552 0.0 -0.1 0.0
```
Positions in Å, forces in eV/Å.

Computed properties:
Electronic energy in Ha: -5126.63981

Question: Among the records above, which one has the lowest electronic energy?
Answer: C27H45BrFOS4SiTi

Question: Look up the electronic energy of the first one.
Answer: -6536.84409 Ha

Question: The highest electronic energy belongs to which entry?
Answer: C27H45Cl2IN2O10S5

Question: Look up the electronic energy of the second one.
Answer: -6102.95576 Ha